1.
ORCA calculation (ωB97M-V with the def2-TZVPD basis set) on a structure of composition C18H27N2O5P2SZn.

The geometry in XYZ format:
```
56
C18H27N2O5P2SZn (ωB97M-V with the def2-TZVPD basis set)
Zn 0.150 0.096 -0.442
P 2.194 -0.924 -0.177
C 2.498 -1.389 -1.985
C 1.199 -1.692 -2.721
N 0.069 -1.132 -2.212
C -1.110 -1.352 -2.853
C -1.198 -2.130 -4.011
C -0.028 -2.693 -4.529
C 1.189 -2.472 -3.880
C -2.350 -0.743 -2.214
P -1.927 0.759 -1.143
H 2.105 -2.892 -4.270
H -2.148 -2.297 -4.495
H -0.065 -3.294 -5.426
H -3.081 -0.462 -2.972
H -2.809 -1.503 -1.581
H 2.962 -0.564 -2.466
H 3.188 -2.231 -2.040
H 1.915 3.913 -2.839
O 2.755 3.785 -3.437
H 2.509 4.120 -4.343
H -1.401 4.962 -0.787
O -1.015 5.766 -1.266
H -1.464 6.566 -0.859
C -2.149 2.151 -2.392
H -3.132 2.095 -2.860
H -2.053 3.118 -1.898
H -1.389 2.077 -3.171
C -3.489 0.924 -0.104
H -3.447 1.837 0.490
H -4.371 0.964 -0.743
H -3.585 0.072 0.569
C 2.262 -2.607 0.661
H 3.184 -3.127 0.402
H 2.221 -2.487 1.744
H 1.415 -3.216 0.343
C 3.849 -0.154 0.279
H 3.875 0.077 1.344
H 4.665 -0.838 0.046
H 3.998 0.767 -0.285
O 1.073 2.809 3.652
S 1.292 1.305 3.868
O 2.789 0.975 3.761
N 0.854 0.798 2.245
C -0.073 -0.096 2.227
O -0.528 -0.611 1.066
C -0.572 -0.484 3.548
C -1.575 -1.407 3.851
C -1.905 -1.622 5.200
C -1.232 -0.917 6.218
C -0.226 0.006 5.893
C 0.082 0.203 4.549
H -2.091 -1.944 3.066
H -2.681 -2.330 5.459
H -1.491 -1.087 7.255
H 0.296 0.553 6.667
```

ΔE to the lowest compared entry with this formula, charge and spin: 35.2 kcal/mol
Charge: +1
Multiplicity: 1



2.
ORCA calculation (ωB97M-V with the def2-TZVPD basis set) on an isolated molecule of C6H8O2.

The geometry in XYZ format:
```
16
C6H8O2 (ωB97M-V with the def2-TZVPD basis set)
C -0.684 1.314 -0.066
C -1.548 0.449 -0.417
C 1.075 -0.274 -0.010
C 0.389 -0.471 1.315
C 2.576 -0.378 -0.347
C -2.575 -0.293 -0.671
O 0.599 0.993 0.469
O -3.424 -0.726 0.313
H -0.706 2.338 -0.115
H 0.541 -0.588 -0.898
H 1.164 -0.218 2.064
H 2.851 0.594 -0.752
H 2.823 -1.218 -1.014
H 3.200 -0.456 0.554
H -2.996 -0.740 -1.571
H -3.284 -0.326 1.146
```

ΔE to the lowest compared entry with this formula, charge and spin: 165.4 kcal/mol
Multiplicity: 1



3.
ORCA calculation (ωB97M-V with the def2-TZVPD basis set) on an isolated molecule of C3H6N4O.

The geometry in XYZ format:
```
14
C3H6N4O (ωB97M-V with the def2-TZVPD basis set)
C 1.090 -0.561 0.012
C 0.470 0.808 -0.024
C -2.071 0.288 0.015
H 0.729 -2.490 0.241
H -0.685 -1.608 0.050
H 2.699 -1.515 -0.003
H 2.126 1.628 -0.284
H -1.068 1.922 0.482
H -2.949 0.914 0.333
N 0.293 -1.576 0.359
N 2.358 -0.582 -0.194
N 1.147 1.859 -0.098
N -0.917 0.975 0.265
O -2.244 -0.848 -0.395
```

Structure (SMILES): [H]/N=C(N)/C(=N\[H])NC=O
ΔE to the lowest compared entry with this formula, charge and spin: 14.1 kcal/mol
Multiplicity: 1



4.
ORCA calculation (ωB97M-V with the def2-TZVPD basis set) on a cluster of 2 separate species, C5H14 in total.

The geometry in XYZ format:
```
19
C5H14 (ωB97M-V with the def2-TZVPD basis set)
C 0.835 -2.634 -1.229
C 1.726 -1.456 -1.843
H 0.234 -2.180 -0.439
H 0.226 -3.329 -1.800
H 1.634 -3.197 -0.767
H 2.251 -1.989 -2.613
H 2.565 -1.233 -1.180
H 1.311 -0.540 -2.275
C -0.675 1.972 1.567
C -1.766 1.072 1.852
C -0.357 1.696 0.000
H -0.773 2.932 1.847
H 0.292 1.621 2.292
H -2.839 1.541 2.031
H 0.555 1.256 -0.426
H -1.678 0.658 2.872
H -2.047 0.164 1.147
H -1.049 0.959 -0.423
H -0.445 2.685 -0.612
```

Structure (SMILES): CCC.CC
ΔE to the lowest compared entry with this formula, charge and spin: 54.5 kcal/mol
Multiplicity: 1



5.
ORCA calculation (ωB97M-V with the def2-TZVPD basis set) on a cluster of 9 separate species, C65H59F8N2O5PS2 in total.

The geometry in XYZ format:
```
142
C65H59F8N2O5PS2 (ωB97M-V with the def2-TZVPD basis set)
O 6.202 -2.286 2.615
C 5.883 -1.241 1.814
N 5.617 -1.351 0.329
P 4.102 -2.211 -0.048
O 2.918 -1.946 0.966
O 3.551 -1.572 -1.611
O 4.331 -3.960 -0.105
O 5.866 0.090 2.505
C 4.397 0.323 2.706
C 4.071 1.617 3.658
C 2.603 2.209 3.210
S 1.280 0.858 2.991
C -0.396 1.458 3.571
S -0.422 2.621 4.858
N -1.748 1.015 3.062
C -1.931 -0.485 3.086
C -1.534 -1.339 4.458
C -1.741 -2.980 4.606
C -2.393 -3.887 3.371
C -2.767 -3.041 1.982
C -2.557 -1.391 1.843
C -2.119 1.638 1.736
C -1.124 1.905 0.461
C -1.721 2.620 -0.917
C -3.306 3.058 -1.085
C -4.320 2.746 0.179
C -3.721 2.071 1.549
H 5.676 -0.421 -0.152
H 2.706 -1.035 -1.420
H 4.076 -4.207 -1.056
H 4.003 -0.657 3.251
H 3.909 0.482 1.639
H 4.862 2.468 3.383
H 4.173 1.395 4.806
H 2.308 3.021 4.003
H 2.767 2.788 2.185
H -1.085 -0.779 5.388
H -1.484 -3.594 5.589
H -2.569 -5.060 3.480
H -3.215 -3.695 1.091
H -2.887 -0.895 0.828
H 0.004 1.595 0.506
H -1.003 2.837 -1.831
H -3.765 3.571 -2.043
H -5.470 3.006 0.152
H -4.455 1.854 2.444
F 8.316 -1.197 -6.568
C 7.926 -1.638 -5.365
C 8.395 -2.862 -4.900
C 7.993 -3.320 -3.645
C 7.117 -2.553 -2.873
C 6.648 -1.328 -3.350
C 7.059 -0.866 -4.600
H 9.068 -3.448 -5.517
H 8.360 -4.272 -3.270
H 6.800 -2.912 -1.896
H 5.963 -0.735 -2.749
H 6.711 0.088 -4.983
F -5.484 -5.459 0.663
C -5.874 -5.900 1.866
C -5.405 -7.124 2.331
C -5.807 -7.582 3.586
C -6.683 -6.815 4.358
C -7.152 -5.590 3.881
C -6.741 -5.128 2.631
H -4.732 -7.710 1.714
H -5.440 -8.534 3.961
H -7.000 -7.175 5.335
H -7.837 -4.997 4.482
H -7.089 -4.174 2.248
F 5.937 4.374 4.852
C 6.744 3.889 5.805
C 7.684 2.918 5.477
C 8.528 2.416 6.468
C 8.414 2.884 7.780
C 7.464 3.855 8.100
C 6.628 4.364 7.106
H 7.752 2.560 4.455
H 9.271 1.663 6.221
H 9.069 2.489 8.554
H 7.375 4.214 9.122
H 5.890 5.126 7.336
F -4.652 0.443 -1.985
C -5.587 0.565 -2.936
C -5.406 1.489 -3.959
C -6.377 1.613 -4.953
C -7.525 0.817 -4.907
C -7.700 -0.104 -3.873
C -6.723 -0.235 -2.886
H -4.512 2.104 -3.974
H -6.241 2.327 -5.761
H -8.284 0.917 -5.679
H -8.596 -0.719 -3.837
H -6.839 -0.953 -2.080
F -8.351 -3.174 5.649
C -7.679 -2.961 6.788
C -7.319 -1.664 7.139
C -6.624 -1.441 8.327
C -6.286 -2.521 9.147
C -6.646 -3.819 8.785
C -7.351 -4.040 7.602
H -7.583 -0.839 6.485
H -6.345 -0.430 8.614
H -5.739 -2.347 10.072
H -6.379 -4.658 9.423
H -7.648 -5.042 7.309
F 5.420 4.864 -6.929
C 6.405 4.072 -7.374
C 7.103 4.426 -8.523
C 8.132 3.604 -8.982
C 8.443 2.429 -8.294
C 7.733 2.079 -7.145
C 6.712 2.907 -6.679
H 6.842 5.339 -9.049
H 8.689 3.877 -9.875
H 9.242 1.786 -8.655
H 7.974 1.162 -6.613
H 6.156 2.655 -5.782
F -6.472 -1.745 -6.510
C -5.243 -2.268 -6.403
C -4.630 -2.809 -7.528
C -3.348 -3.349 -7.418
C -2.699 -3.352 -6.181
C -3.325 -2.812 -5.057
C -4.602 -2.262 -5.169
H -5.153 -2.805 -8.478
H -2.857 -3.766 -8.293
H -1.701 -3.777 -6.095
H -2.819 -2.819 -4.094
H -5.100 -1.830 -4.308
F -2.343 4.566 -3.615
C -1.675 5.622 -3.133
C -2.318 6.850 -3.030
C -1.624 7.949 -2.524
C -0.289 7.809 -2.135
C 0.349 6.573 -2.247
C -0.348 5.472 -2.743
H -3.353 6.942 -3.345
H -2.121 8.912 -2.432
H 0.253 8.667 -1.744
H 1.389 6.468 -1.948
H 0.130 4.502 -2.828
```

Structure (SMILES): O=C(NP(=O)(O)O)OCCCSC(=S)N(c1ccccc1)c1ccccc1.Fc1ccccc1.Fc1ccccc1.Fc1ccccc1.Fc1ccccc1.Fc1ccccc1.Fc1ccccc1.Fc1ccccc1.Fc1ccccc1
Multiplicity: 1



6.
ORCA calculation (ωB97M-V with the def2-TZVPD basis set) on an isolated molecule of C10H7N3.

The geometry in XYZ format:
```
20
C10H7N3 (ωB97M-V with the def2-TZVPD basis set)
C 1.203 -0.847 -1.232
C -0.747 0.165 -0.507
C -2.058 0.609 -0.762
C -2.795 1.248 0.211
C -2.222 1.573 1.484
C -0.968 1.126 1.768
C -0.222 0.378 0.827
C 1.078 -0.089 1.090
C 1.783 -0.748 0.090
C 3.108 -1.328 0.261
H 1.176 -1.855 -2.934
H 2.624 -2.015 -2.039
H -2.422 0.384 -1.746
H -3.803 1.626 0.009
H -2.804 2.153 2.207
H -0.528 1.327 2.765
H 1.596 0.022 2.037
N 1.871 -1.431 -2.271
N -0.034 -0.464 -1.491
N 4.162 -1.832 0.234
```

Structure (SMILES): N#Cc1cc2ccccc2nc1N
ΔE to the lowest compared entry with this formula, charge and spin: 0.0 kcal/mol
Multiplicity: 1



7.
ORCA calculation (ωB97M-V with the def2-TZVPD basis set) on a cluster of 2 separate species, C6H15N2 in total.

The geometry in XYZ format:
```
23
C6H15N2 (ωB97M-V with the def2-TZVPD basis set)
C -0.351 1.125 1.818
C 0.185 2.308 2.193
N -0.366 3.325 2.909
N 0.480 0.212 1.054
H -1.364 0.752 2.148
H 1.183 2.538 1.856
H -0.193 4.239 2.499
H -1.390 3.305 3.026
H 0.124 0.217 0.066
H 0.510 -0.775 1.383
H 1.450 0.520 0.990
C 1.382 -2.875 -1.565
C 0.694 -1.530 -1.772
C -0.624 -1.335 -1.506
C -1.449 -0.129 -1.806
H 0.835 -3.509 -0.822
H 1.615 -3.448 -2.434
H 2.386 -2.652 -1.048
H 1.226 -0.708 -2.282
H -1.199 -2.206 -1.097
H -1.186 0.360 -2.760
H -2.542 -0.370 -1.834
H -1.405 0.636 -1.017
```

ΔE to the lowest compared entry with this formula, charge and spin: 56.5 kcal/mol
Charge: +1
Multiplicity: 1



8.
ORCA calculation (ωB97M-V with the def2-TZVPD basis set) on an isolated molecule of C25H26N4O3.

The geometry in XYZ format:
```
58
C25H26N4O3 (ωB97M-V with the def2-TZVPD basis set)
C -0.477 -0.949 3.355
H -0.466 -0.461 4.327
H -0.859 -1.960 3.480
H 0.544 -1.011 2.990
C -1.366 -0.160 2.386
C -1.405 -0.864 1.062
N -2.526 -1.295 0.536
N -2.246 -1.844 -0.672
C -0.916 -1.776 -0.912
N -0.192 -2.232 -1.959
C 1.186 -2.040 -2.043
O 1.781 -2.452 -3.024
C 1.800 -1.353 -0.916
C 1.081 -0.954 0.163
C -0.318 -1.150 0.186
H 1.565 -0.471 0.998
C 3.283 -1.094 -1.060
N 3.828 -0.144 -0.121
C 3.246 1.099 0.057
C 3.424 1.770 1.266
C 2.865 3.019 1.482
C 2.087 3.614 0.488
C 1.934 2.962 -0.727
C 2.507 1.727 -0.949
H 2.367 1.246 -1.902
H 1.345 3.443 -1.492
O 1.456 4.827 0.677
C 1.383 5.193 2.034
C 2.740 4.989 2.708
H 2.713 5.294 3.755
O 3.090 3.624 2.696
H 3.498 5.576 2.172
H 1.082 6.242 2.059
H 0.630 4.580 2.550
H 4.004 1.328 2.062
H 4.163 -0.553 0.739
H 3.830 -2.035 -0.954
H 3.463 -0.748 -2.085
H -0.620 -2.749 -2.717
C -3.279 -2.372 -1.457
C -4.383 -2.928 -0.818
C -5.417 -3.456 -1.566
C -5.357 -3.437 -2.951
C -4.268 -2.863 -3.585
C -3.231 -2.322 -2.846
H -2.413 -1.831 -3.352
H -4.228 -2.825 -4.663
H -6.162 -3.857 -3.534
H -6.271 -3.888 -1.068
H -4.411 -2.925 0.260
C -2.781 -0.064 2.958
H -3.430 0.469 2.270
H -3.194 -1.057 3.109
H -2.766 0.461 3.910
C -0.799 1.253 2.184
H -0.770 1.776 3.138
H -1.428 1.816 1.499
H 0.208 1.225 1.775
```

Structure (SMILES): CC(C)(C)c1nn(-c2ccccc2)c2[nH]c(=O)c(CNc3ccc4c(c3)OCCO4)cc12
ΔE to the lowest compared entry with this formula, charge and spin: 33.6 kcal/mol
Multiplicity: 1



9.
ORCA calculation (ωB97M-V with the def2-TZVPD basis set) on a cluster of 5 separate species, C3H17NO4 in total.

The geometry in XYZ format:
```
25
C3H17NO4 (ωB97M-V with the def2-TZVPD basis set)
C 1.642 -0.556 0.039
N 0.685 -0.577 1.144
C 0.440 0.761 1.640
C -0.543 -1.266 0.804
H 2.586 -0.203 0.400
H 1.330 0.180 -0.721
H 1.616 -1.516 -0.455
H -0.004 0.762 2.634
H 1.419 1.219 1.730
H -0.231 1.392 1.053
H -1.327 -0.938 1.472
H -0.508 -2.333 0.932
H -0.915 -1.048 -0.205
H -0.092 3.345 -2.481
H -0.882 2.516 -1.392
O -0.123 2.516 -2.002
H -0.365 0.706 -2.578
H -0.347 -0.841 -2.382
O -0.930 -0.094 -2.535
H 1.566 -2.888 3.284
H 1.454 -1.777 2.164
O 1.936 -2.599 2.446
H -2.109 0.703 -1.281
H -3.160 1.774 -1.527
O -2.614 1.407 -0.822
```

Structure (SMILES): CN(C)C.O.O.O.O
ΔE to the lowest compared entry with this formula, charge and spin: 7.9 kcal/mol
Multiplicity: 1



10.
ORCA calculation (ωB97M-V with the def2-TZVPD basis set) on a structure of composition C7H8.

The geometry in XYZ format:
```
15
C7H8 (ωB97M-V with the def2-TZVPD basis set)
C 2.015 -2.025 0.330
C -2.087 -1.760 0.008
C 1.191 -1.158 0.185
C -1.080 -1.100 -0.058
C -0.113 0.938 1.316
C 0.164 0.407 -1.546
C 0.108 -0.321 -0.173
H 2.940 -2.364 0.812
H -2.790 -2.420 0.326
H -0.169 0.204 2.157
H -0.959 1.571 1.249
H 0.814 1.551 1.446
H -0.343 -0.309 -2.153
H -0.312 1.331 -1.555
H 1.207 0.670 -1.761
```

ΔE to the lowest compared entry with this formula, charge and spin: 133.8 kcal/mol
Multiplicity: 1



11.
ORCA calculation (ωB97M-V with the def2-TZVPD basis set) on an isolated molecule of C3H3NO3.

The geometry in XYZ format:
```
10
C3H3NO3 (ωB97M-V with the def2-TZVPD basis set)
C 0.916 0.930 -0.199
C 1.401 -0.322 -0.231
C -0.532 0.837 -0.061
N -0.756 -0.530 -0.129
O -1.404 1.659 0.080
O 0.440 -1.255 -0.148
O -1.867 -1.236 0.139
H 1.460 1.850 -0.232
H 2.403 -0.699 -0.315
H -2.059 -1.233 1.096
```

Structure (SMILES): O=c1ccon1O
ΔE to the lowest compared entry with this formula, charge and spin: 96.5 kcal/mol
Multiplicity: 1



How do the records compare in highest occupied orbital energy? In the order shown, they have -11.6475; -8.0304; -9.5554; -10.5192; -7.8047; -8.7030; -12.8521; -7.4745; -8.9394; -9.3083; -9.4608 eV.
How do the records compare in F_max? In the order shown, they have 0.18477; 0.04897; 0.04131; 0.14507; 0.18353; 0.04557; 0.06299; 0.01996; 0.03147; 0.09235; 0.01613 hartree/bohr.
How do the records compare in frontier orbital gap? In the order shown, they have 8.58; 8.88; 9.92; 11.61; 7.01; 8.28; 9.72; 8.08; 9.35; 10.16; 10.02 eV.